1.
The following is a DFT calculation (ωB97M-V/def2-TZVPD) of 2 unconnected molecules or ions with the total composition C5H11N.

Positions of all 17 atoms, in Å:
C 1.34044 -1.15746 1.00607
C 1.78288 -0.05178 -0.00548
C 0.79680 1.21056 0.18428
C -0.47424 0.79636 -0.54358
C -1.63624 0.53028 0.08043
N -2.19703 -0.70426 -0.51599
H 0.22408 -1.25177 1.06561
H 1.75947 -2.27621 0.73425
H 1.66940 -0.89560 1.99538
H 1.69875 -0.39660 -1.10120
H 2.81682 0.11186 0.22386
H 1.32462 1.98092 -0.39151
H 0.75895 1.45636 1.26691
H -0.42581 0.93631 -1.62260
H -0.10616 -1.20901 -1.01386
H -2.00633 -0.77531 -1.51187
H -3.19236 -0.71892 -0.36340

Results
HOMO energy in eV: -8.1
Total charge: 0
LUMO level in eV: -1.12
E_tot in Ha: -251.59437
Relative energy (zero: lowest compared OMol25 entry of this formula, charge and spin) in eV: 7.297
Kohn-Sham gap in eV: 7.0

***

2.
The following is a DFT calculation (ωB97M-V/def2-TZVPD) of 2 unconnected molecules or ions with the total composition C13H21F3NOS.

Positions of all 40 atoms, in Å:
N 2.07592 1.34378 3.44644
C 1.85131 0.12931 2.69662
C 0.43001 -0.13340 2.17616
C -0.17590 1.04752 1.43149
C 0.51529 1.24116 0.09197
C -0.09406 2.40573 -0.68165
S 1.11951 2.99257 -1.89904
C 1.62974 1.53554 -2.88729
O 2.99292 1.68085 -3.09257
C 3.76589 0.66192 -2.58066
F 5.02706 0.86517 -2.97436
F 3.30327 -0.52898 -3.01066
F 3.67230 0.66010 -1.22908
H 1.96286 2.17113 2.88938
H 1.49739 1.39493 4.26697
H 2.54340 0.11556 1.86427
H 2.13868 -0.71199 3.31009
H 0.51128 -0.93114 1.44431
H -0.23620 -0.47252 2.95535
H -0.12848 1.95409 2.02093
H -1.22217 0.85572 1.21863
H 1.57744 1.42194 0.22070
H 0.40091 0.32373 -0.46864
H -1.01993 2.14934 -1.17301
H -0.28891 3.23629 -0.01911
H 0.36324 3.71064 -2.74866
H 1.08117 1.55200 -3.81635
H 1.36924 0.63448 -2.35320
C -1.85843 -2.17105 -0.63703
C -3.03690 -2.03873 -1.35799
C -4.23453 -2.47562 -0.81065
C -4.25321 -3.04075 0.45664
C -3.07476 -3.17205 1.17762
C -1.87690 -2.73847 0.62970
H -0.91928 -1.84164 -1.06848
H -3.02276 -1.60374 -2.34918
H -5.15292 -2.38090 -1.37396
H -5.18731 -3.38174 0.88169
H -3.09035 -3.61324 2.16498
H -0.95584 -2.84755 1.18761

Results
HOMO energy in eV: -11.7
Total charge: +1
LUMO level in eV: -3.66
E_tot in Ha: -1335.44849
Kohn-Sham gap in eV: 8.1

***

3.
The following is a DFT calculation (ωB97M-V/def2-TZVPD) of a molecular structure, C37H52B2N7O17Pb.

Positions of all 116 atoms, in Å:
Pb 0.69919 0.01682 1.15020
O -3.69073 0.40991 -6.67127
C -3.34216 0.98065 -5.62465
O -3.35937 0.48252 -4.44691
B -2.80741 1.41909 -3.46195
O -2.21892 2.53912 -4.33581
C -2.45005 2.26841 -5.54591
O -2.14079 2.92121 -6.49317
O -1.72753 0.93458 -2.57537
C -2.10533 1.06721 -1.32899
O -1.33314 0.78383 -0.34731
C -3.50250 1.70642 -1.34607
O -3.79432 1.95676 -2.53874
O -4.19448 2.01523 -0.38632
O -0.37017 -2.11762 -0.45853
C -1.30381 -2.56956 -1.06953
O -2.08561 -2.03308 -2.11090
B -3.13141 -2.91805 -2.53505
O -2.88351 -4.08505 -1.66884
C -1.87649 -3.94521 -0.88230
O -1.42274 -4.83879 -0.13718
O -4.47827 -2.47527 -2.41438
C -5.02589 -2.29265 -3.67006
O -6.11103 -1.78085 -4.04838
C -3.92570 -2.68903 -4.69436
O -2.87352 -3.14981 -4.02064
O -4.00079 -2.52399 -5.90783
C 4.54829 0.28992 1.25596
O 3.25595 -0.19208 0.84256
H 4.47681 1.24272 1.78051
H 5.04481 -0.45081 1.88277
H 5.20006 0.48294 0.40388
C 3.66114 -3.66511 -0.62726
C 3.97529 -3.81683 0.89254
C 2.78054 -4.33659 1.73378
C 1.76322 -3.37555 2.01414
N 1.01506 -2.57228 2.23103
H 4.43923 -3.00752 -1.01491
H 2.73406 -3.19712 -0.95832
H 3.77390 -4.63205 -1.11756
H 4.36151 -2.86163 1.24825
H 4.83328 -4.46772 1.06073
H 3.20026 -4.58769 2.70789
H 2.31167 -5.23878 1.34095
C -5.10436 -1.69663 3.55763
C -5.35355 -1.48748 2.07300
C -4.08438 -1.56479 1.20116
C -2.78749 -1.09325 1.80410
N -1.76930 -0.73364 2.28330
H -4.32363 -2.44647 3.68532
H -6.04236 -2.03856 3.99503
H -4.80111 -0.77314 4.05090
H -5.90417 -0.59690 1.77003
H -6.04603 -2.25470 1.72669
H -4.32308 -0.97126 0.31863
H -3.98970 -2.59128 0.84697
C -1.05575 6.40692 1.65923
C -0.34759 5.90832 0.45654
C -0.73717 4.41140 0.15015
C -0.41638 3.35017 1.21037
N -0.22218 2.56911 1.99766
H -2.13936 6.29202 1.63306
H -0.77990 7.44945 1.81777
H -0.69626 5.95987 2.58606
H 0.72406 6.09842 0.51602
H -0.69226 6.60706 -0.30573
H -0.36211 4.11457 -0.82930
H -1.78362 4.10654 0.14073
C 3.79140 4.11529 3.12301
C 2.50649 4.32634 3.95719
C 2.18742 3.13872 4.94223
C 1.85985 1.78427 4.31219
N 1.57427 0.77439 3.71484
H 4.64050 3.92015 3.77803
H 3.99782 5.03910 2.58259
H 3.72491 3.28590 2.41888
H 1.83380 4.50921 3.11925
H 2.49195 5.25389 4.52950
H 1.44564 3.34113 5.71481
H 3.11743 2.98118 5.48847
C -0.67949 -1.26238 6.11559
C -0.66577 -1.36490 7.69682
C -0.32053 -2.84822 8.34201
C 1.09046 -3.06811 8.16266
N 2.22952 -3.22296 8.10371
H 0.23892 -1.66074 5.68439
H -0.66751 -0.18512 5.94985
H -1.56992 -1.75107 5.72010
H -1.60353 -1.04195 8.14895
H 0.12278 -0.70465 8.05790
H -0.96916 -3.59206 7.87931
H -0.52463 -2.98568 9.40387
C -0.03857 -1.54549 -4.50392
C 0.95342 -0.84237 -5.42263
C 1.04766 -1.47643 -6.86367
C -0.31689 -1.45451 -7.56664
N -1.37568 -1.31226 -8.07516
H 0.12263 -2.61371 -4.35893
H -1.07881 -1.35526 -4.76813
H 0.08964 -1.08649 -3.52363
H 1.92781 -0.64669 -4.97501
H 0.62888 0.17815 -5.62591
H 1.32076 -2.52058 -6.71112
H 1.66545 -0.83221 -7.48929
C 3.63905 1.49464 -5.12778
C 4.13266 1.49537 -3.67980
C 3.44279 0.47953 -2.67980
C 2.35691 1.07705 -1.95165
N 1.53670 1.56869 -1.38014
H 4.26814 2.31911 -5.46331
H 2.57071 1.65822 -5.26917
H 3.90094 0.66462 -5.78397
H 3.99662 2.48956 -3.25416
H 5.16405 1.20480 -3.87954
H 4.11223 0.04579 -1.93696
H 3.19965 -0.49310 -3.10756

Results
HOMO energy in eV: -6.1
Total charge: -1
LUMO level in eV: 1.69
E_tot in Ha: -3346.35855
Kohn-Sham gap in eV: 7.8

***

Q: Among the records above, which one has the highest Kohn-Sham gap?
A: C13H21F3NOS